[1]
{"formula": "BH20O8", "method": "ωB97M-V/def2-TZVPD", "species": ["B", "H", "H", "H", "H", "O", "H", "H", "O", "H", "H", "O", "H", "H", "O", "H", "H", "O", "H", "H", "O", "H", "H", "O", "H", "H", "O", "H", "H"], "coordinates": [[0.1688, 0.3337, 0.0106], [0.1946, -0.2149, 1.0619], [-0.0292, -0.4305, -0.8775], [-0.6914, 1.1548, 0.0951], [1.2356, 0.8297, -0.2034], [1.4217, 2.7404, 1.7210], [0.6668, 2.6044, 2.3004], [1.3362, 2.0366, 1.0598], [1.9054, 1.2405, -2.6894], [1.2179, 0.8858, -3.2604], [1.5058, 1.2236, -1.8046], [2.6997, -1.2421, -1.4794], [1.9113, -1.0873, -0.9433], [2.7638, -0.4442, -2.0256], [1.4874, -2.2457, 1.4800], [0.6478, -2.4405, 1.9087], [1.3977, -1.3197, 1.2077], [-2.1492, -1.2951, -1.7545], [-2.2389, -1.9967, -1.1056], [-1.2918, -0.8781, -1.5337], [-1.3983, -2.7605, 2.0027], [-1.1342, -3.3891, 1.3229], [-1.9910, -2.1509, 1.5539], [-1.8522, 0.7264, 2.6174], [-2.6667, 0.2488, 2.4449], [-1.3107, 0.5950, 1.8222], [-1.0274, 2.6171, -1.8941], [-1.9871, 2.6487, -1.8711], [-0.7922, 2.0096, -1.1664]], "lowdin_charge": [-0.3341, -0.0104, -0.0060, -0.0012, -0.0007, -0.0763, 0.0254, -0.0324, -0.0730, 0.0502, -0.0215, -0.0849, -0.0342, -0.0006, -0.0843, -0.0115, -0.0260, -0.0880, 0.0083, -0.0305, -0.0468, 0.0481, 0.0305, -0.0743, 0.0222, -0.0402, -0.0881, 0.0257, -0.0456], "charge": -1, "de_lowest_kj_mol": 17.3, "homo_lumo_gap_ev": 10.0339, "largest_force_ev_per_a": 0.54}



[2]
{"formula": "BH20O8", "method": "ωB97M-V/def2-TZVPD", "species": ["B", "H", "H", "H", "H", "O", "H", "H", "O", "H", "H", "O", "H", "H", "O", "H", "H", "O", "H", "H", "O", "H", "H", "O", "H", "H", "O", "H", "H"], "coordinates": [[-0.0538, 0.0062, -0.1229], [-1.0654, 0.0371, -0.7615], [-0.2715, 0.1381, 1.0750], [0.4061, -1.0144, -0.3099], [0.6542, 1.0910, -0.4677], [1.1600, -2.7693, -2.5982], [1.9965, -2.2348, -3.1298], [0.9831, -2.2804, -1.7792], [-1.4301, 2.8888, 0.2869], [-1.6735, 3.4188, -0.4897], [-1.0105, 2.1212, -0.0063], [0.7541, 0.4690, 3.7513], [0.5773, 0.4655, 2.8214], [0.0442, 0.0882, 4.2535], [2.9504, 2.6496, -1.5641], [2.0877, 2.1702, -1.4110], [2.7572, 3.3944, -0.9314], [-1.3365, 0.0450, -3.6047], [-0.8638, -0.1845, -2.7915], [-1.0391, 0.8497, -3.9140], [-2.9445, -0.8867, 2.7697], [-2.1771, -1.2922, 2.3439], [-3.7234, -1.2073, 2.1431], [3.3355, -0.0798, 0.6185], [2.5103, 0.3250, 0.3638], [3.3267, -0.9679, 0.8949], [-1.9070, -2.6994, 1.0939], [-2.8002, -2.3484, 0.8721], [-1.2469, -2.1929, 0.5938]], "lowdin_charge": [-0.3643, -0.0389, -0.0317, -0.0844, 0.0049, -0.1665, 0.1530, -0.0309, -0.0585, 0.0380, -0.0936, -0.0522, -0.0238, 0.0173, -0.1179, 0.0057, 0.0533, -0.0420, 0.0016, -0.0205, -0.1251, -0.0196, 0.0856, -0.0497, -0.0293, 0.0037, -0.0799, 0.0520, 0.0139], "charge": -1, "de_lowest_kj_mol": 171.9, "homo_lumo_gap_ev": 9.5941, "largest_force_ev_per_a": 5.19}



[3]
{"formula": "BH20O8", "method": "ωB97M-V/def2-TZVPD", "species": ["B", "H", "H", "H", "H", "O", "H", "H", "O", "H", "H", "O", "H", "H", "O", "H", "H", "O", "H", "H", "O", "H", "H", "O", "H", "H", "O", "H", "H"], "coordinates": [[0.5792, 0.2434, 0.3459], [0.5032, -0.8676, 0.3199], [1.0722, 0.5604, 1.4619], [1.3342, 0.6124, -0.5731], [-0.5648, 0.7604, 0.1999], [2.2202, -2.1876, 2.1499], [2.9152, -1.9746, 1.7159], [1.8612, -1.3646, 1.7899], [2.5872, 3.2814, -0.0191], [1.8652, 2.4334, 0.0259], [2.9292, 3.2524, -0.9111], [-0.8108, 3.4434, 1.4529], [-0.6898, 2.6194, 1.0829], [-0.8698, 4.0754, 0.8589], [-0.0538, -4.0236, 1.0859], [0.6122, -3.3866, 1.6289], [-0.3578, -3.7666, 0.2619], [-1.0028, 2.6974, -2.5681], [-0.6778, 1.9664, -2.0291], [-1.9928, 2.4294, -2.4611], [-2.3368, -0.1056, 2.2059], [-2.7608, 0.7894, 2.4049], [-1.4468, 0.1454, 1.7919], [-0.9248, -0.7076, -2.5071], [-0.4678, -0.4026, -1.5981], [-0.1948, -0.9716, -3.1401], [-0.8008, -3.3386, -1.7131], [-1.7018, -3.8076, -1.5031], [-0.8248, -2.4046, -1.7601]], "lowdin_charge": [-0.3990, -0.0830, 0.0103, -0.0152, -0.0206, 0.0110, -0.0688, 0.0039, -0.1641, 0.0812, -0.0067, 0.0352, -0.0554, -0.0487, -0.1172, 0.0891, -0.0836, -0.1106, -0.0175, 0.0886, -0.1362, 0.0562, 0.0016, -0.1417, 0.0426, 0.0807, -0.0942, 0.1139, -0.0516], "charge": -1, "de_lowest_kj_mol": 260.7, "homo_lumo_gap_ev": 10.1533, "largest_force_ev_per_a": 9.95}



[4]
{"formula": "BH22O9", "method": "ωB97M-V/def2-TZVPD", "species": ["B", "H", "H", "H", "H", "O", "H", "H", "O", "H", "H", "O", "H", "H", "O", "H", "H", "O", "H", "H", "O", "H", "H", "O", "H", "H", "O", "H", "H", "O", "H", "H"], "coordinates": [[0.3504, 0.0641, 0.2296], [-0.5206, 0.6871, -0.2984], [0.3434, -1.1499, -0.2144], [1.4694, 0.6291, -0.2934], [0.4144, 0.0991, 1.5046], [0.1534, 0.9491, -3.1804], [-0.1876, 0.4321, -2.4944], [0.3484, 0.2031, -3.7284], [2.8214, -0.5429, 2.6776], [2.1034, -0.4989, 2.1696], [3.5084, 0.1151, 2.2786], [-0.9806, 3.5571, 0.5286], [-0.4086, 3.1201, 1.1656], [-0.3216, 3.4101, -0.0494], [2.3764, -2.5759, -1.5074], [3.2504, -2.4619, -1.2744], [1.9354, -1.6729, -1.1014], [0.0004, -4.5129, -1.5374], [-0.5276, -4.5579, -2.2894], [0.4174, -3.6599, -1.5354], [0.5874, 3.4381, -1.7934], [0.5454, 2.4981, -1.9824], [1.2964, 3.4191, -1.1484], [-3.4146, 2.6571, -0.4234], [-3.0016, 1.7911, -0.1294], [-2.6286, 3.1271, -0.0074], [-1.3246, -0.7719, 4.0686], [-1.0666, -1.6449, 4.2696], [-0.7536, -0.6909, 3.2756], [-2.5556, -1.6669, 0.9116], [-1.8436, -1.2189, 0.5116], [-2.3876, -2.5699, 1.3986]], "lowdin_charge": [-0.3980, -0.0720, -0.0327, -0.0074, -0.0369, -0.0204, -0.0171, 0.0393, -0.0642, -0.1307, 0.0975, -0.0106, 0.0679, -0.0712, -0.1055, -0.0314, 0.0736, -0.0320, -0.0101, -0.0120, -0.0504, -0.0076, 0.0379, -0.1389, 0.0412, 0.0020, -0.0570, -0.0037, 0.0182, -0.1022, -0.0668, 0.1011], "charge": -1, "de_lowest_kj_mol": 238.4, "homo_lumo_gap_ev": 9.4675, "largest_force_ev_per_a": 7.53}



[5]
{"formula": "BH22O9", "method": "ωB97M-V/def2-TZVPD", "species": ["B", "H", "H", "H", "H", "O", "H", "H", "O", "H", "H", "O", "H", "H", "O", "H", "H", "O", "H", "H", "O", "H", "H", "O", "H", "H", "O", "H", "H", "O", "H", "H"], "coordinates": [[46.3920, 20.7090, 23.6270], [47.0340, 21.1360, 24.6410], [45.8800, 19.6990, 24.0660], [45.7190, 21.5050, 23.3430], [47.1040, 20.2700, 22.8000], [49.5000, 19.3800, 24.7410], [48.7560, 19.9150, 24.2800], [49.2210, 19.1770, 25.7290], [47.2300, 17.4890, 21.6990], [47.4600, 16.8990, 22.4710], [47.4850, 18.2390, 22.1500], [46.4630, 24.4560, 23.7090], [45.9270, 23.6840, 24.0390], [46.6540, 24.3500, 22.7330], [46.9710, 22.7610, 27.5260], [46.9900, 22.7700, 26.4740], [46.0810, 22.3730, 27.5100], [45.0540, 20.9180, 20.4640], [45.4270, 20.9640, 21.3380], [45.9800, 20.5090, 20.1450], [44.7910, 19.2830, 27.2840], [43.9660, 19.1040, 27.2290], [45.1720, 19.3870, 26.4870], [49.6590, 21.7920, 22.5890], [48.8820, 22.1620, 22.7080], [49.9520, 21.8870, 23.4940], [44.1940, 23.1240, 25.7360], [43.8700, 24.0040, 25.1960], [44.0190, 22.5070, 24.9700], [43.0110, 20.5340, 24.3760], [42.3700, 21.1810, 24.0330], [43.7370, 20.4550, 23.7000]], "lowdin_charge": [-0.4106, -0.0053, -0.0248, -0.1135, -0.0533, -0.1730, 0.0023, 0.0912, -0.0556, 0.0698, -0.0578, -0.1152, 0.0049, 0.0612, -0.1338, 0.0723, 0.0044, -0.1256, -0.0631, 0.1123, 0.0760, -0.0727, -0.0337, 0.0043, -0.0774, 0.0428, -0.1353, 0.1249, 0.0090, -0.0905, 0.0396, 0.0264], "charge": -1, "de_lowest_kj_mol": 304.1, "homo_lumo_gap_ev": 9.1023, "largest_force_ev_per_a": 8.80}



[6]
{"formula": "BH3OS", "method": "ωB97M-V/def2-TZVPD", "species": ["B", "O", "S", "H", "H", "H"], "coordinates": [[-2.1657, -0.1708, -0.0084], [-1.0245, -0.2031, -0.3791], [2.5312, -0.0468, -0.2152], [-3.1649, -0.2978, 0.3619], [2.4472, 1.2802, 0.0000], [1.3766, -0.5616, 0.2408]], "lowdin_charge": [-0.0737, 0.0601, 0.4619, 0.0122, -0.2189, -0.2417], "smiles": "B=O.S", "de_lowest_kj_mol": 109.5, "homo_lumo_gap_ev": 9.8180, "largest_force_ev_per_a": 3.38}